[1]
One molecule with the formula C4H5NO2, computed with ωB97M-V/def2-TZVPD.

Computed properties:
**Multiplicity**: 1
**SMILES string**: O=C[C@H]1CN=CO1
**E_tot**: -9813.087 eV
**Kohn-Sham gap**: 10.71 eV
**Lowest unoccupied orbital energy**: 0.81 eV
**HOMO**: -9.90 eV

Element x y z (Å)
O: -2.69 0.51 0.13
C: -1.69 -0.17 0.13
C: -0.40 0.23 -0.55
C: 0.58 0.87 0.47
N: 1.67 -0.11 0.59
C: 1.41 -1.03 -0.22
O: 0.28 -0.96 -0.98
H: -1.63 -1.14 0.67
H: -0.61 0.86 -1.42
H: 0.97 1.83 0.13
H: 0.11 1.03 1.45
H: 2.01 -1.92 -0.40

So, what does the natural (NBO) scheme give us? The charges, in e, come out as: O -0.4986; C 0.4260; C -0.0495; C -0.2697; N -0.4547; C 0.3775; O -0.4868; H 0.1160; H 0.2162; H 0.2170; H 0.2117; H 0.1949

---

[2]
One molecule with the formula C4H5NO2, computed with ωB97M-V/def2-TZVPD.

Computed properties:
**Multiplicity**: 1
**SMILES string**: NC#C[C@H](O)C=O
**E_tot**: -9811.402 eV
**Kohn-Sham gap**: 9.79 eV
**Lowest unoccupied orbital energy**: 0.71 eV
**HOMO**: -9.08 eV

Element x y z (Å)
N: 1.02 -0.92 2.45
C: 0.48 -0.29 1.39
C: 0.07 0.39 0.48
C: -0.15 0.69 -0.94
O: -0.87 1.87 -1.24
C: -0.92 -0.46 -1.60
O: -0.47 -1.57 -1.73
H: 0.52 -1.72 2.80
H: 2.01 -1.10 2.34
H: 0.85 0.71 -1.40
H: -0.59 2.55 -0.61
H: -1.94 -0.17 -1.94

So, what does the natural (NBO) scheme give us? The charges, in e, come out as: N -0.8188; C 0.2240; C -0.1785; C -0.0651; O -0.7072; C 0.4455; O -0.5060; H 0.3967; H 0.3954; H 0.2081; H 0.4817; H 0.1243

---

[3]
One molecule with the formula C4H5NO2, computed with ωB97M-V/def2-TZVPD.

Computed properties:
**Multiplicity**: 1
**SMILES string**: C=CC1=NOCO1
**E_tot**: -9811.117 eV
**Kohn-Sham gap**: 9.06 eV
**Lowest unoccupied orbital energy**: 0.40 eV
**HOMO**: -8.66 eV

Element x y z (Å)
C: 2.41 0.45 0.03
C: 1.37 -0.40 -0.07
C: -0.01 0.01 -0.08
N: -0.47 1.25 -0.03
O: -1.89 1.07 -0.06
C: -2.19 -0.27 0.02
O: -0.90 -0.98 0.02
H: 3.43 0.01 0.05
H: 2.28 1.52 0.15
H: 1.46 -1.52 -0.24
H: -2.66 -0.53 0.99
H: -2.82 -0.61 -0.79

So, what does the natural (NBO) scheme give us? The charges, in e, come out as: C -0.3041; C -0.2775; C 0.4258; N -0.1648; O -0.3965; C 0.2191; O -0.4762; H 0.2074; H 0.2196; H 0.2330; H 0.1513; H 0.1630

---

[4]
One molecule with the formula C4H5NO2S, computed with ωB97M-V/def2-TZVPD.

Computed properties:
**Multiplicity**: 1
**SMILES string**: C=COC(=O)/C=N\S
**E_tot**: -20644.485 eV
**Kohn-Sham gap**: 8.45 eV
**Lowest unoccupied orbital energy**: -0.53 eV
**HOMO**: -8.98 eV

Element x y z (Å)
C: -0.19 -2.25 2.20
C: -0.14 -1.01 1.63
O: -0.43 -0.69 0.31
C: 0.01 0.45 -0.34
O: 0.56 1.55 -0.01
C: -0.44 0.48 -1.74
N: -0.13 1.44 -2.57
S: 0.58 2.83 -2.63
H: -0.03 -3.38 1.54
H: -0.15 -2.39 3.23
H: -0.35 0.10 2.16
H: -1.03 -0.27 -2.26
H: 1.73 3.15 -1.50

So, what does the natural (NBO) scheme give us? The charges, in e, come out as: C -0.4339; C 0.0995; O -0.5043; C 0.7181; O -0.5719; C -0.0785; N -0.5578; S 0.3939; H 0.2204; H 0.2152; H 0.2069; H 0.2114; H 0.0809

---

[5]
One molecule with the formula C4H5NO2S, computed with ωB97M-V/def2-TZVPD.

Computed properties:
**Multiplicity**: 1
**SMILES string**: O=CN[C@@H](C=O)C=S
**E_tot**: -20646.605 eV
**Kohn-Sham gap**: 8.39 eV
**Lowest unoccupied orbital energy**: -1.14 eV
**HOMO**: -9.53 eV

Element x y z (Å)
O: 2.79 -1.60 -0.17
C: 2.03 -0.76 0.18
N: 0.69 -0.72 -0.10
C: -0.41 0.16 0.32
C: -0.21 1.40 -0.41
O: -0.96 2.37 -0.07
C: -1.85 -0.34 0.06
S: -2.49 -1.84 -0.10
H: 2.44 0.12 0.76
H: 0.35 -1.37 -0.96
H: -0.40 0.66 1.31
H: 0.72 1.51 -1.12
H: -2.69 0.42 0.30

So, what does the natural (NBO) scheme give us? The charges, in e, come out as: O -0.5657; C 0.5371; N -0.6526; C -0.2576; C 0.4114; O -0.5282; C -0.2804; S 0.1114; H 0.1060; H 0.4221; H 0.2895; H 0.1627; H 0.2443

---

[6]
C4H5NO2S as an isolated structure, computed with ωB97M-V/def2-TZVPD.

Computed properties:
**Multiplicity**: 1
**E_tot**: -20645.608 eV
**Kohn-Sham gap**: 9.32 eV
**Lowest unoccupied orbital energy**: -0.40 eV
**HOMO**: -9.72 eV

Element x y z (Å)
C: 0.26 0.33 0.42
C: 0.34 -1.21 0.46
C: -0.02 0.12 -1.03
C: -1.10 0.94 0.99
H: 1.31 1.74 -0.80
H: -0.36 -1.45 1.23
H: 1.32 -1.73 0.69
H: 0.29 -2.00 -1.72
H: -1.17 2.14 1.30
N: -0.31 -1.25 -1.01
O: 0.07 0.83 -2.01
O: -2.25 0.19 1.00
S: 1.62 1.36 0.48

So, what does the natural (NBO) scheme give us? The charges, in e, come out as: C -0.4622; C -0.2132; C 0.6937; C 0.3886; H 0.1837; H 0.2217; H 0.2280; H 0.4142; H 0.1962; N -0.6027; O -0.5498; O -0.5273; S 0.0293

---

[7]
C4H5NO2S as an isolated structure, computed with ωB97M-V/def2-TZVPD.

Computed properties:
**Multiplicity**: 1
**E_tot**: -20645.294 eV
**Kohn-Sham gap (spin up / spin down)**: 8.26 / 8.26 eV
**Lowest unoccupied orbital energy (spin up / spin down)**: -0.56 / -0.56 eV
**HOMO (spin up / spin down)**: -8.82 / -8.82 eV

Element x y z (Å)
C: -1.56 -1.23 0.16
C: -0.62 -0.28 0.54
C: -0.85 -2.27 -0.37
C: 0.60 -0.83 0.22
N: 1.97 1.80 -0.32
O: 3.16 -0.86 -0.49
O: 0.51 -2.12 -0.30
S: 2.35 -0.28 0.53
H: -2.51 -0.86 -0.06
H: -0.66 0.72 0.91
H: -1.23 -3.23 -0.84
H: 2.47 1.35 -1.08
H: 2.63 2.44 0.24

So, what does the natural (NBO) scheme give us? The charges, in e, come out as: C -0.3307; C -0.2668; C 0.1233; C 0.0072; N -0.9397; O -0.8937; O -0.3954; S 1.3005; H 0.2371; H 0.2517; H 0.2147; H 0.3428; H 0.3492

---

[8]
One molecule with the formula C4H5NO3, computed with ωB97M-V/def2-TZVPD.

Computed properties:
**Multiplicity**: 1
**SMILES string**: CN(C=O)C(=O)C=O
**E_tot**: -11860.210 eV
**Kohn-Sham gap**: 10.21 eV
**Lowest unoccupied orbital energy**: -0.14 eV
**HOMO**: -10.36 eV

Element x y z (Å)
C: 1.25 0.61 1.10
N: 0.21 -0.09 0.26
C: 0.10 -1.44 0.32
O: -0.67 -2.10 -0.37
C: -0.41 0.71 -0.75
O: 0.22 1.70 -1.08
C: -1.66 0.19 -1.27
O: -1.66 -0.11 -2.42
H: 0.86 0.78 2.04
H: 2.17 0.04 1.07
H: 1.53 1.57 0.52
H: 0.57 -1.85 1.20
H: -2.50 -0.02 -0.63

So, what does the natural (NBO) scheme give us? The charges, in e, come out as: C -0.4300; N -0.4813; C 0.5347; O -0.5729; C 0.6008; O -0.5121; C 0.3332; O -0.4326; H 0.2050; H 0.2113; H 0.2645; H 0.1294; H 0.1499

---

[9]
One molecule with the formula C4H5NO3, computed with ωB97M-V/def2-TZVPD.

Computed properties:
**Multiplicity**: 1
**E_tot**: -11856.164 eV
**Kohn-Sham gap**: 9.18 eV
**Lowest unoccupied orbital energy**: 0.19 eV
**HOMO**: -8.98 eV

Element x y z (Å)
N: 1.46 0.49 -0.30
C: 0.33 1.02 0.39
C: 0.14 0.04 1.66
C: -1.18 0.23 -0.03
C: -1.33 -0.66 -0.99
O: 1.52 -0.94 -0.30
O: 0.19 2.23 0.54
O: -0.09 -0.79 2.42
H: 2.26 -1.16 0.28
H: 1.53 0.86 -1.24
H: -2.00 0.80 0.39
H: -2.32 -0.91 -1.38
H: -0.51 -1.20 -1.44

So, what does the natural (NBO) scheme give us? The charges, in e, come out as: N -0.3743; C 0.4389; C 0.7448; C -0.2981; C -0.3614; O -0.5861; O -0.6725; O -0.3888; H 0.4793; H 0.3802; H 0.2181; H 0.2063; H 0.2137

---

[10]
C4H5NO3 as an isolated structure, computed with ωB97M-V/def2-TZVPD.

Computed properties:
**Multiplicity**: 1
**E_tot**: -11857.694 eV
**Kohn-Sham gap**: 7.22 eV
**Lowest unoccupied orbital energy**: 0.02 eV
**HOMO**: -7.21 eV

Element x y z (Å)
C: 0.33 -0.10 -1.04
C: 1.23 0.01 -0.01
C: 0.43 0.28 1.12
C: -0.92 0.15 0.70
H: -0.28 -0.86 -2.92
H: 1.35 -0.43 -2.82
H: 2.33 0.28 0.03
H: -0.15 0.84 2.81
H: -2.62 -0.83 1.15
N: 0.45 -0.23 -2.43
O: 0.79 0.97 2.33
O: -2.01 0.17 1.67
O: -0.94 -0.26 -0.59

So, what does the natural (NBO) scheme give us? The charges, in e, come out as: C 0.4690; C -0.4166; C 0.1724; C 0.3892; H 0.3930; H 0.3912; H 0.2431; H 0.4912; H 0.4744; N -0.8302; O -0.6681; O -0.6736; O -0.4350

---

[11]
C4H5NO3 as an isolated structure, computed with ωB97M-V/def2-TZVPD.

Computed properties:
**Multiplicity**: 1
**E_tot**: -11854.146 eV
**Kohn-Sham gap**: 9.16 eV
**Lowest unoccupied orbital energy**: -0.15 eV
**HOMO**: -9.31 eV

Element x y z (Å)
C: 2.59 0.04 -0.34
C: -0.66 -0.09 0.58
C: -1.21 -1.05 -0.41
C: -1.37 1.28 0.03
H: 3.04 0.36 -1.35
H: 3.08 -0.41 0.56
H: -1.24 -0.17 1.60
H: -0.58 -1.42 -1.40
H: -0.61 2.28 0.57
N: 1.29 -0.14 -0.31
O: 0.65 -0.22 0.82
O: -2.39 -1.52 0.04
O: -2.58 1.07 -0.38

So, what does the natural (NBO) scheme give us? The charges, in e, come out as: C -0.1607; C -0.0994; C 0.3450; C 0.3895; H 0.2247; H 0.1867; H 0.2613; H 0.2062; H 0.1557; N -0.1587; O -0.3384; O -0.5212; O -0.4906

---

[12]
A 2-piece molecular cluster, C4H5NO3 overall, computed with ωB97M-V/def2-TZVPD.

Computed properties:
**Multiplicity**: 1
**E_tot**: -11852.993 eV
**Kohn-Sham gap**: 9.60 eV
**Lowest unoccupied orbital energy**: -0.04 eV
**HOMO**: -9.64 eV

Element x y z (Å)
C: -1.06 0.63 0.95
C: 0.26 0.33 0.42
C: 1.43 -1.13 -0.67
C: -0.87 -0.40 -0.28
H: -0.43 2.43 0.41
H: -1.57 0.09 1.66
H: 0.76 1.14 -0.21
H: 2.24 -1.96 -0.77
H: -0.76 -1.46 0.19
N: 0.71 -0.90 -1.69
O: -1.58 2.00 1.00
O: 1.39 -0.53 0.57
O: -0.54 -0.24 -1.58

So, what does the natural (NBO) scheme give us? The charges, in e, come out as: C 0.1082; C -0.0161; C 0.2885; C -0.0073; H 0.4501; H 0.2194; H 0.1958; H 0.2208; H 0.1857; N -0.2080; O -0.6316; O -0.4686; O -0.3368

---

[13]
C4H5NO3 as an isolated structure, computed with ωB97M-V/def2-TZVPD.

Computed properties:
**Multiplicity**: 1
**E_tot**: -11858.010 eV
**Kohn-Sham gap**: 9.03 eV
**Lowest unoccupied orbital energy**: 0.32 eV
**HOMO**: -8.72 eV

Element x y z (Å)
C: 1.56 -0.27 -0.41
C: 0.24 0.22 -0.10
C: -0.42 1.39 0.01
C: -1.82 -0.10 0.09
H: 2.35 0.28 1.34
H: 2.38 0.42 -0.88
H: 1.58 -1.16 -1.08
H: 0.09 2.34 0.14
H: -2.59 -1.89 -0.28
N: -1.70 1.18 0.31
O: 1.97 -0.72 0.81
O: -2.89 -0.96 0.37
O: -0.75 -0.70 -0.33

So, what does the natural (NBO) scheme give us? The charges, in e, come out as: C -0.1242; C 0.1699; C -0.0727; C 0.7489; H 0.4525; H 0.1790; H 0.2037; H 0.2062; H 0.4963; N -0.5058; O -0.6786; O -0.6456; O -0.4297

---

[14]
A 2-piece molecular cluster, C4H5NO3 overall, computed with ωB97M-V/def2-TZVPD.

Computed properties:
**Multiplicity**: 1
**SMILES string**: [H]/N=C\C(C)=O.O=C=O
**E_tot**: -11861.563 eV
**Kohn-Sham gap**: 9.87 eV
**Lowest unoccupied orbital energy**: -0.08 eV
**HOMO**: -9.95 eV

Element x y z (Å)
H: 1.12 -1.79 1.61
N: 1.69 -0.94 1.75
C: 1.24 0.07 1.18
C: -0.18 0.11 0.52
C: -0.65 1.46 0.05
O: -0.81 -0.92 0.45
H: 1.76 1.02 1.27
H: 0.07 1.86 -0.66
H: -0.69 2.14 0.90
H: -1.62 1.37 -0.44
O: -0.17 -0.46 -2.50
C: -0.66 -1.45 -2.15
O: -1.11 -2.49 -2.01

So, what does the natural (NBO) scheme give us? The charges, in e, come out as: H 0.3555; N -0.5294; C 0.0098; C 0.5419; C -0.7263; O -0.5476; H 0.1691; H 0.2464; H 0.2416; H 0.2413; O -0.5402; C 1.0344; O -0.4965

---

[15]
One molecule with the formula C4H5NO4S, computed with ωB97M-V/def2-TZVPD.

Computed properties:
**Multiplicity**: 1
**SMILES string**: NC(=C=O)/C=C(/O)OSO
**E_tot**: -24740.455 eV
**Kohn-Sham gap**: 7.80 eV
**Lowest unoccupied orbital energy**: 0.51 eV
**HOMO**: -7.28 eV

Element x y z (Å)
N: 0.23 -2.58 -0.80
C: 0.33 -1.23 -0.51
C: 1.44 -0.53 -0.37
O: 2.37 0.13 -0.63
C: -0.91 -0.68 0.18
C: -0.94 0.44 0.81
O: -2.02 0.95 1.40
O: 0.31 1.00 0.95
S: 0.63 2.60 0.58
O: 0.25 2.68 -0.94
H: 1.19 -2.86 -1.02
H: -0.19 -3.00 -0.03
H: -1.74 -1.25 0.15
H: -1.84 1.80 1.86
H: 0.88 2.53 -1.62

So, what does the natural (NBO) scheme give us? The charges, in e, come out as: N -0.7796; C -0.1327; C 0.6268; O -0.5052; C -0.3420; C 0.5795; O -0.6698; O -0.6815; S 0.8121; O -0.8652; H 0.3723; H 0.3656; H 0.2156; H 0.5001; H 0.5042

---

[16]
One molecule with the formula C4H5NO4S2, computed with ωB97M-V/def2-TZVPD.

Computed properties:
**Multiplicity**: 1
**E_tot**: -35576.155 eV
**Kohn-Sham gap**: 9.95 eV
**Lowest unoccupied orbital energy**: -0.38 eV
**HOMO**: -10.33 eV

Element x y z (Å)
C: -2.08 0.83 -1.04
C: -1.56 -0.39 -0.99
C: -2.84 2.22 0.92
C: 2.64 -0.18 1.01
N: -2.48 1.54 0.04
O: 0.08 -0.48 1.04
O: -0.98 -2.63 0.15
O: 1.21 -0.85 -1.14
O: 0.92 1.41 -0.27
S: -1.34 -1.30 0.57
S: 1.18 0.03 -0.01
H: -2.20 1.36 -1.98
H: -1.25 -0.92 -1.88
H: 2.77 -1.24 1.16
H: 3.48 0.25 0.49
H: 2.45 0.34 1.94

So, what does the natural (NBO) scheme give us? The charges, in e, come out as: C 0.0077; C -0.4599; C 0.3594; C -0.8615; N -0.5698; O -0.9243; O -0.8910; O -0.9276; O -0.9275; S 1.5514; S 2.3723; H 0.2362; H 0.2668; H 0.2547; H 0.2581; H 0.2550

---

[17]
A 2-piece molecular cluster, C4H5NO5 overall, computed with ωB97M-V/def2-TZVPD.

Computed properties:
**Multiplicity**: 1
**SMILES string**: CC(=O)C[N+](=O)[O-].O=C=O
**E_tot**: -15953.525 eV
**Kohn-Sham gap**: 10.06 eV
**Lowest unoccupied orbital energy**: -0.32 eV
**HOMO**: -10.38 eV

Element x y z (Å)
C: 0.56 0.36 -0.34
C: 0.23 -0.86 0.33
O: 0.91 -1.83 0.45
C: -1.15 -0.82 0.90
N: -2.03 -1.04 -0.32
O: -2.80 -1.95 -0.18
O: -2.04 -0.24 -1.21
H: -0.06 0.41 -1.27
H: 1.55 0.47 -0.61
H: 0.21 1.18 0.14
H: -1.27 0.15 1.44
H: -1.31 -1.55 1.68
O: -5.47 0.83 -0.77
C: -4.69 0.68 0.03
O: -3.87 0.66 0.82

So, what does the natural (NBO) scheme give us? The charges, in e, come out as: C -0.7392; C 0.5633; O -0.4944; C -0.3941; N 0.5488; O -0.3499; O -0.3832; H 0.2820; H 0.2371; H 0.2276; H 0.2488; H 0.2531; O -0.4885; C 1.0321; O -0.5434

---

[18]
One molecule with the formula C4H5NOS, computed with ωB97M-V/def2-TZVPD.

Computed properties:
**Multiplicity**: 1
**SMILES string**: S=C1C=NOCC1
**E_tot**: -18599.224 eV
**Kohn-Sham gap**: 7.95 eV
**Lowest unoccupied orbital energy**: -1.21 eV
**HOMO**: -9.16 eV

Element x y z (Å)
S: -2.73 -0.32 -0.01
C: -1.09 -0.30 -0.06
C: -0.28 -1.51 0.02
N: 0.98 -1.62 -0.11
O: 1.67 -0.42 -0.23
C: 1.02 0.76 0.30
C: -0.34 0.94 -0.31
H: -0.82 -2.47 0.20
H: 1.68 1.62 0.13
H: 0.96 0.53 1.40
H: -0.85 1.81 0.11
H: -0.19 0.99 -1.43

So, what does the natural (NBO) scheme give us? The charges, in e, come out as: S 0.0796; C -0.1175; C -0.0896; N -0.0188; O -0.3643; C -0.0903; C -0.5204; H 0.2245; H 0.2148; H 0.1842; H 0.2504; H 0.2473

---

[19]
One molecule with the formula C4H5NOS, computed with ωB97M-V/def2-TZVPD.

Computed properties:
**Multiplicity**: 1
**SMILES string**: O=C1C=NCSC1
**E_tot**: -18599.680 eV
**Kohn-Sham gap**: 8.75 eV
**Lowest unoccupied orbital energy**: -0.21 eV
**HOMO**: -8.96 eV

Element x y z (Å)
O: 0.35 -2.14 -1.60
C: -0.05 -1.17 -1.01
C: -1.01 -1.46 0.20
N: -1.03 -0.65 1.15
C: -0.35 0.57 1.12
S: -0.45 1.53 -0.51
C: 0.44 0.26 -1.51
H: -1.73 -2.23 0.31
H: -0.86 1.13 1.89
H: 0.74 0.51 1.09
H: 0.02 0.48 -2.60
H: 1.56 0.52 -1.42

So, what does the natural (NBO) scheme give us? The charges, in e, come out as: O -0.4908; C 0.5061; C 0.0399; N -0.3796; C -0.3599; S 0.1308; C -0.6429; H 0.2153; H 0.2348; H 0.2199; H 0.2707; H 0.2559

---

[20]
One molecule with the formula C4H5NOS, computed with ωB97M-V/def2-TZVPD.

Computed properties:
**Multiplicity**: 1
**SMILES string**: O/C=C/C=C\N=S
**E_tot**: -18597.959 eV
**Kohn-Sham gap**: 7.22 eV
**Lowest unoccupied orbital energy**: -0.59 eV
**HOMO**: -7.81 eV

Element x y z (Å)
O: 0.73 2.52 -0.07
C: 0.15 1.34 -0.27
C: 0.75 0.14 -0.07
C: 0.33 -1.20 -0.30
C: -0.98 -1.70 -0.08
N: -1.74 -1.06 0.79
S: -1.77 0.48 1.12
H: 1.63 2.23 0.01
H: -0.66 1.33 -0.87
H: 1.71 0.33 0.23
H: 1.21 -1.78 -0.33
H: -1.38 -2.63 -0.17

So, what does the natural (NBO) scheme give us? The charges, in e, come out as: O -0.6285; C 0.2097; C -0.3251; C -0.2355; C -0.0345; N -0.5426; S 0.2824; H 0.4732; H 0.1935; H 0.1806; H 0.2206; H 0.2063